An isolated molecule of C7H14 in a non-equilibrium geometry. Source: the OMol25 dataset; level of theory: ωB97M-V with the def2-TZVPD basis set.

Atoms and positions in Å:
C1 -1.0886 -0.6599 3.1396
C2 -0.8980 0.3971 2.0953
C3 -0.9019 0.0696 0.7987
C4 -0.4750 1.0789 -0.1981
C5 0.2677 0.7818 -1.5105
C6 1.1316 -0.5041 -1.3100
C7 1.6636 -0.9182 -2.7426
H1 -2.0262 -0.6104 3.6704
H2 -1.0283 -1.7167 2.9082
H3 -0.2995 -0.5409 3.9105
H4 -0.6059 1.3968 2.3593
H5 -1.3926 -0.8322 0.3496
H6 -1.3577 1.7762 -0.5500
H7 0.1586 1.8494 0.2724
H8 0.7331 1.6773 -1.9214
H9 -0.4556 0.4345 -2.2784
H10 2.0199 -0.2927 -0.7189
H11 0.6038 -1.2657 -0.7575
H12 0.8512 -0.8143 -3.5239
H13 1.9101 -1.9991 -2.6741
H14 2.6530 -0.4152 -2.9430

The spin multiplicity is 1. The value obtained for the energy relative to the best compared isomer or geometry (same formula, charge and spin) is 42.41 kcal/mol. For the LUMO energy, the calculation gives 1.21 eV. The orbital gap is 10.1 eV. Its SMILES is C/C=C/CCCC.

=====

A structure of composition C2H7N3S in a non-equilibrium geometry. Source: the OMol25 dataset; level of theory: ωB97M-V with the def2-TZVPD basis set.

Atoms and positions in Å:
C1 1.1115 -0.9724 1.6071
C2 -0.3231 -0.1443 -0.2001
H1 0.4927 -1.9686 1.4988
H2 0.6063 -0.4427 2.5280
H3 2.3438 -1.5577 1.7705
H4 -0.8087 -1.9813 0.2119
H5 -0.2196 1.7987 -0.1722
H6 -2.2896 -0.0292 -0.5080
H7 -1.9681 1.5674 -2.3480
N1 -1.0963 -1.0127 0.1013
N2 -0.5222 1.0727 -1.0819
N3 -1.9848 1.3370 -0.9835
S1 1.3960 -0.0291 0.1454

The spin multiplicity is 1. The value obtained for the energy relative to the best compared isomer or geometry (same formula, charge and spin) is 173.28 kcal/mol. For the LUMO energy, the calculation gives 0.44 eV. The orbital gap is 9.1 eV.

=====

A structure of composition C7H2F6N2O8PS3 in a non-equilibrium geometry. Source: the OMol25 dataset; level of theory: ωB97M-V with the def2-TZVPD basis set.

Atoms and positions in Å:
O1 3.4357 3.9565 4.4541
C1 2.8675 3.2630 3.7286
N1 2.2162 2.5530 2.9673
C2 1.6303 3.2625 1.9070
C3 1.7497 3.0769 0.5994
P1 2.7530 1.8149 -0.2320
S1 2.3676 0.0591 0.4701
C4 0.9149 4.1394 -0.0417
O2 0.8244 4.3795 -1.2002
O3 0.2749 4.8551 0.9415
C5 0.7254 4.4249 2.1701
O4 0.4334 4.9565 3.1870
H1 4.0978 2.2139 -0.1156
H2 2.3709 1.9254 -1.5770
C6 -2.4165 -1.1849 -2.8472
F1 -2.6979 0.1013 -3.0835
F2 -3.4637 -1.9154 -3.2516
F3 -1.3715 -1.5237 -3.6145
S2 -2.0584 -1.4405 -1.0601
O5 -3.2752 -1.0673 -0.3944
O6 -0.9113 -0.6160 -0.8002
N2 -1.7767 -2.9945 -1.1537
S3 -1.3858 -3.7731 0.1687
O7 -2.4374 -3.9252 1.1348
O8 -0.0771 -3.4936 0.6894
C7 -1.2292 -5.4332 -0.6109
F4 -0.2870 -5.4451 -1.5630
F5 -2.3781 -5.8228 -1.1796
F6 -0.8960 -6.3465 0.3073

The spin multiplicity is 1. For the LUMO energy, the calculation gives 0.34 eV. The orbital gap is 6.7 eV. The net charge is -1.

=====

The ion C3H11N2 with charge +1 in a non-equilibrium geometry. Source: the OMol25 dataset; level of theory: ωB97M-V with the def2-TZVPD basis set.

Atoms and positions in Å:
C1 -1.0606 0.6036 -0.8429
C2 -0.4395 -0.0784 0.2915
N1 -0.3367 0.9802 1.5553
C3 1.0575 -0.5817 -0.1547
N2 0.9123 -1.7578 -0.9617
H1 -0.5111 1.5535 -1.0229
H2 -1.1840 0.0779 -1.8187
H3 -2.1363 0.9527 -0.6990
H4 -0.9883 -1.0322 0.7101
H5 0.3306 0.6292 2.2757
H6 0.0224 1.9468 1.1915
H7 -0.9887 1.2866 2.2971
H8 1.6576 -0.8375 0.7272
H9 1.5411 0.3114 -0.5796
H10 1.8348 -2.1552 -1.1818
H11 0.2890 -1.8993 -1.7871

The spin multiplicity is 1. The value obtained for the energy relative to the best compared isomer or geometry (same formula, charge and spin) is 44.38 kcal/mol. For the LUMO energy, the calculation gives -3.80 eV. The orbital gap is 9.4 eV. The net charge is +1. Its SMILES is C[C@H]([NH3+])CN.

=====

A cluster of 13 separate species, C13H52N26O13 in total in a non-equilibrium geometry. Source: the OMol25 dataset; level of theory: ωB97M-V with the def2-TZVPD basis set.

Atoms and positions in Å:
C1 5.6477 -1.5133 2.6120
O1 6.5558 -1.1724 1.8471
N1 5.8529 -2.1137 3.7858
N2 4.3403 -1.5857 2.1982
H1 5.0702 -2.3303 4.3756
H2 6.7631 -1.9721 4.1950
H3 4.2772 -1.0620 1.3311
H4 3.5826 -1.4845 2.8530
C2 -0.2304 -0.6724 0.1952
O2 -0.5973 -1.6144 -0.5170
N3 1.0468 -0.3779 0.5361
N4 -1.0278 0.3863 0.4696
H5 1.2942 0.4922 0.9558
H6 1.6881 -1.0607 0.1603
H7 -0.7237 1.1507 1.0526
H8 -1.9718 0.4002 0.1168
C3 -4.2156 -2.5725 0.1040
O3 -4.4549 -1.3686 0.2350
N5 -5.1490 -3.3923 -0.4227
N6 -3.1142 -3.2248 0.5262
H9 -4.9120 -4.3404 -0.6537
H10 -5.9388 -2.9580 -0.8665
H11 -2.9904 -4.2098 0.3986
H12 -2.4323 -2.5536 0.8452
C4 -3.0761 2.6939 -2.0390
O4 -3.0620 3.4902 -1.0901
N7 -2.1191 1.7818 -2.3854
N8 -4.0824 2.7707 -2.9343
H13 -1.2071 1.8574 -1.9672
H14 -2.2596 1.2861 -3.2454
H15 -4.6186 3.6036 -2.7458
H16 -4.1684 2.1536 -3.7177
C5 1.0779 -0.1076 -4.0439
O5 0.4318 -0.2092 -5.0975
N9 1.2764 1.1156 -3.5131
N10 1.4345 -1.1563 -3.2952
H17 1.0290 1.9282 -4.0474
H18 1.6996 1.2924 -2.6148
H19 1.7719 -1.0186 -2.3555
H20 1.2274 -2.0725 -3.6487
C6 -5.8685 1.9941 -0.0286
O6 -6.5133 3.0410 0.1854
N11 -6.4261 0.7930 -0.2576
N12 -4.6617 1.9296 0.5692
H21 -7.4067 0.6822 -0.4436
H22 -5.9239 -0.0682 -0.1019
H23 -4.0191 1.1577 0.6222
H24 -4.4592 2.7009 1.1830
C7 2.9750 2.5533 -0.8496
O7 1.8054 2.2452 -0.5789
N13 3.3007 3.8598 -0.9362
N14 4.0079 1.7504 -1.1286
H25 4.2695 4.1308 -0.9419
H26 2.6401 4.6073 -1.0326
H27 4.9901 1.9517 -1.1906
H28 3.8669 0.7474 -1.0463
C8 -3.8227 2.7389 4.0030
O8 -4.7175 2.6670 4.8443
N15 -3.6893 3.8027 3.1770
N16 -2.8848 1.7924 3.8543
H29 -2.8378 4.1576 2.7802
H30 -4.4307 4.4827 3.1526
H31 -3.0372 0.9081 4.3039
H32 -2.1592 1.9146 3.1630
C9 -0.3309 3.7713 1.6451
O9 -0.5856 2.6795 2.1535
N17 -0.7693 4.1599 0.4233
N18 0.4451 4.7286 2.2100
H33 -0.0773 4.4192 -0.2636
H34 -1.4059 3.5590 -0.1033
H35 0.6441 5.5923 1.7432
H36 0.8269 4.5875 3.1309
C10 4.4226 -1.8492 -1.1970
O10 3.6477 -1.0899 -0.5876
N19 4.6306 -1.8301 -2.5137
N20 5.1716 -2.8109 -0.5814
H37 5.3080 -2.4620 -2.8938
H38 4.2255 -1.1274 -3.1110
H39 5.9994 -3.1713 -1.0093
H40 4.9369 -2.8604 0.4009
C11 -2.9898 -3.1416 -3.3184
O11 -3.7669 -3.4556 -4.2315
N21 -2.9428 -1.8939 -2.7764
N22 -1.9107 -3.8847 -3.0492
H41 -3.7045 -1.2590 -2.9342
H42 -2.4625 -2.0168 -1.8923
H43 -1.2573 -3.6725 -2.3133
H44 -1.6791 -4.6379 -3.6712
C12 3.8427 1.6949 3.4899
O12 4.5554 1.7337 4.4965
N23 4.3662 2.1201 2.3217
N24 2.5586 1.2951 3.5134
H45 5.2790 2.5351 2.3773
H46 3.8765 2.1921 1.4456
H47 1.8620 1.3898 2.7976
H48 2.2663 1.0559 4.4476
C13 0.3999 -5.3386 0.2626
O13 -0.1935 -5.2138 1.3342
N25 1.0864 -6.4807 0.0161
N26 0.6475 -4.3615 -0.6523
H49 1.2640 -7.0056 0.8561
H50 1.6040 -6.6979 -0.8140
H51 1.0985 -4.6646 -1.4960
H52 0.3972 -3.3877 -0.5503

The spin multiplicity is 1. The value obtained for the energy relative to the best compared isomer or geometry (same formula, charge and spin) is 80.96 kcal/mol. For the LUMO energy, the calculation gives -0.38 eV. The orbital gap is 8.1 eV.

=====

An isolated molecule of C4H9NO2 in a non-equilibrium geometry. Source: the OMol25 dataset; level of theory: ωB97M-V with the def2-TZVPD basis set.

Atoms and positions in Å:
C1 0.4908 2.1373 0.1360
C2 0.5951 0.6768 -0.3050
O1 1.0502 0.4805 -1.6351
C3 -0.6580 -0.1330 0.1510
N1 -1.3227 -0.8155 -0.9834
C4 -0.0872 -1.3333 0.9347
O2 -0.0392 -1.3153 2.1353
H1 0.5784 2.1825 1.2300
H2 -0.4670 2.6059 -0.1684
H3 1.2735 2.7532 -0.2999
H4 1.4876 0.2716 0.2059
H5 0.8475 -0.4169 -1.9058
H6 -1.3055 0.4282 0.8652
H7 -2.2075 -1.2108 -0.6913
H8 -1.5180 -0.1647 -1.7354
H9 0.0347 -2.2756 0.3445

The spin multiplicity is 1. The value obtained for the energy relative to the best compared isomer or geometry (same formula, charge and spin) is 49.58 kcal/mol. For the LUMO energy, the calculation gives 0.83 eV. The orbital gap is 10.5 eV. Its SMILES is C[C@H](O)[C@@H](N)C=O.

=====

A structure of composition C10H10BrCoI in a non-equilibrium geometry. Source: the OMol25 dataset; level of theory: ωB97M-V with the def2-TZVPD basis set.

Atoms and positions in Å:
C1 1.2407 -0.0203 -1.8572
C2 2.0698 0.2596 -0.7057
C3 2.0756 -0.9099 0.1258
H1 2.6520 1.1605 -0.5262
C4 1.2089 -1.8793 -0.4524
C5 0.6821 -1.3339 -1.6814
H2 0.0080 -1.8498 -2.3634
H3 1.1272 0.6259 -2.7133
H4 2.6741 -1.0012 1.0231
H5 0.9777 -2.8706 -0.0665
Co1 0.2598 -0.1576 -0.2168
Br1 -1.3648 1.4412 -0.5923
C6 -4.7968 1.6492 -2.3890
C7 -4.6798 0.5193 -3.2570
C8 -3.8387 0.8897 -4.3524
H6 -5.1724 -0.4440 -3.1224
C9 -3.4395 2.2494 -4.1626
C10 -4.0273 2.7162 -2.9466
H7 -3.9374 3.7218 -2.5365
H8 -5.3945 1.7018 -1.4791
H9 -3.5753 0.2582 -5.2013
H10 -2.8221 2.8392 -4.8404
I1 -0.4355 -0.7355 2.2644

The spin multiplicity is 5. For the LUMO energy (alpha / beta), the calculation gives 3.31 / 0.81 eV. The orbital gap (alpha / beta) is 6.5 / 5.0 eV. The net charge is -1.

=====

A cluster of 2 separate species, C2H7NS2 in total. Source: the OMol25 dataset; level of theory: ωB97M-V with the def2-TZVPD basis set.

Atoms and positions in Å:
S1 2.3899 -1.0955 -0.9149
S2 1.3394 -1.6679 -2.5051
H1 3.1440 -2.2179 -0.8941
H2 0.2474 -0.9214 -2.2126
C1 -0.6193 0.7367 1.8068
C2 -1.2902 0.8694 -0.4272
N1 -1.4799 1.2576 0.7457
H3 -0.9568 1.1169 2.7607
H4 -0.6526 -0.3534 1.8339
H5 0.4154 1.0301 1.6414
H6 -1.9399 1.2238 -1.2208
H7 -0.5973 0.0214 -0.6137

The spin multiplicity is 2. The value obtained for the energy relative to the best compared isomer or geometry (same formula, charge and spin) is 31.18 kcal/mol. For the LUMO energy (alpha / beta), the calculation gives -5.47 / -8.97 eV. The orbital gap (alpha / beta) is 7.4 / 3.9 eV. The net charge is +1.

=====

Q: Among the records above, which one has the highest spin multiplicity?
A: C10H10BrCoI